Density functional theory data (ωB97M-V/def2-TZVPD) for C52H63InO9P2S3Te as an isolated structure.

Properties
HOMO level: -0.442 Eh
Net charge: +2
Maximum force: 0.04221 hartree/bohr
DFT total energy: -5031.58004 Ha
LUMO level: -5.482 eV

Geometry as XYZ:
```
131
Properties=species:S:1:pos:R:3:forces:R:3
P -4.3287 0.5255 0.6407 -1.0 0.6 0.3
H -0.7467 -3.3158 3.6259 0.0 -0.1 0.0
C 3.1906 -0.6975 -3.2421 -0.3 -0.1 0.0
H -5.7023 4.0169 3.1997 0.0 0.0 0.1
H -0.6762 -5.0743 1.9520 0.1 -0.1 0.1
H -2.7400 -3.9741 -0.0086 0.0 -0.1 0.1
H -8.6665 -0.1903 -1.1979 -0.1 0.0 0.0
H -6.6175 -1.3793 -2.2459 -0.1 -0.1 0.0
C 4.3799 -4.0294 2.2784 0.0 -0.1 -0.1
H -5.2684 6.4521 -1.0985 0.0 0.2 0.0
C -5.2648 5.4314 -1.4368 -0.1 0.2 0.0
H -6.8181 -0.9686 0.2145 0.0 0.1 0.0
C -3.5780 2.3405 3.8375 -0.2 -0.2 -0.3
O -5.8007 0.8321 0.1862 0.6 0.0 0.4
S 2.2257 1.6316 -0.4056 1.5 1.5 -0.4
H 0.3874 -2.0637 3.1099 0.1 -0.1 0.1
H -5.9450 3.4345 1.5477 -0.1 0.0 -0.1
C -7.9790 0.5381 -0.7746 0.3 -0.1 0.2
C 6.0679 0.9708 0.7958 -0.3 0.2 0.0
C -4.2784 -1.0804 1.4658 0.8 0.3 -0.4
C 2.8992 -2.7323 0.9146 0.1 0.6 0.1
H -0.3921 -3.7582 0.7997 0.2 0.0 0.0
O -3.3161 0.5849 -0.4774 -0.2 0.1 -0.9
H 5.5513 -6.3704 2.5341 0.1 0.0 0.0
C 4.7393 -6.4770 1.8209 0.0 -0.1 0.0
H -4.6472 -0.9907 2.4859 0.0 0.1 0.1
H 1.2810 -1.6672 -5.9000 -0.1 0.0 -0.1
C 2.7335 4.7149 -2.9297 0.0 0.0 0.1
H -3.0883 -2.6499 4.1996 0.0 -0.1 0.1
O 1.7559 1.8289 0.9933 -0.6 0.0 0.9
C 0.9271 -1.6532 -1.8553 -0.3 -0.1 0.0
H -3.0551 -5.8077 2.4222 0.0 -0.1 0.1
H -0.0281 3.6463 -1.0605 0.1 0.0 -0.1
C -4.1439 4.5894 -1.3776 0.2 -0.2 0.0
C -4.6072 2.2285 2.7263 -0.2 0.4 0.5
C -0.3485 -2.3342 3.8604 -0.1 0.3 -0.3
H 2.9294 7.9733 -1.9648 0.0 0.1 0.0
C 3.0090 7.1889 -2.7125 0.0 0.1 0.0
H -4.0330 2.7700 4.7250 0.0 0.0 0.1
C 2.6002 -3.8508 0.1558 -0.1 -0.1 -0.1
C 5.4749 -0.7636 -0.8238 0.2 0.2 0.2
H 2.5081 2.5791 -3.0241 0.0 -0.1 -0.2
H 5.1048 -2.3718 -2.2113 -0.1 -0.1 -0.1
H 1.9013 -3.7815 -0.6639 0.0 0.0 -0.1
H 5.0665 -4.0967 3.1088 0.1 0.0 0.1
C -6.6533 -0.1460 -0.4889 -0.6 -0.4 -0.4
H -7.8388 1.3501 -1.4823 -0.1 0.0 0.0
O -1.8125 -0.8976 2.5133 -0.5 -0.4 -0.6
Te -3.0321 1.7812 -2.1686 -0.8 0.3 -0.2
C 4.2864 -0.1818 -3.9661 0.1 0.0 -0.2
H -5.4027 1.5269 3.0008 0.1 0.0 0.0
H 8.8921 -2.4923 -0.2477 0.1 0.0 0.0
C 4.2941 -0.2241 -5.3321 0.1 0.1 0.3
C 7.0172 -2.5536 -1.2984 -0.2 0.0 -0.1
C 7.6403 -0.8594 0.2921 0.1 -0.2 -0.1
H -3.4346 -0.9820 4.6959 -0.1 0.1 0.1
H -0.7629 -5.3919 0.2138 0.1 -0.1 -0.1
C 3.7854 -2.8177 1.9769 -0.1 0.2 0.0
C 7.9397 -2.0049 -0.3923 0.1 0.2 0.2
C -3.3335 -5.4775 1.4243 0.1 0.4 0.0
P -2.5549 -1.7559 1.4131 -0.7 -0.4 0.8
H 2.5846 4.2519 0.8910 -0.1 0.0 0.2
H 8.3483 -0.4333 0.9873 0.1 0.0 0.1
H 2.9767 -5.9302 -0.1298 0.0 -0.1 -0.1
C 5.8079 -1.9530 -1.5080 0.1 -0.1 0.0
H -3.2224 -6.3056 0.7318 0.0 -0.1 -0.1
H 3.2472 -0.8193 -7.1115 0.0 0.0 -0.1
H 0.1315 -2.3698 4.8340 0.0 0.0 0.1
C -2.4495 -4.3239 0.9877 0.1 -0.9 -0.5
C -1.4536 -1.2925 3.8673 0.4 -0.1 0.9
H 4.0009 -7.1638 2.2354 0.0 -0.1 0.0
C 2.5524 3.2960 -1.0123 -0.2 -0.3 -0.3
H 0.0647 -1.9877 -1.2925 -0.1 0.0 0.0
H 3.9941 7.2510 -3.1743 0.0 0.1 0.0
H -4.9089 -1.7844 0.9261 -0.1 0.0 -0.1
C 2.8276 5.8359 -2.1046 0.0 -0.1 0.0
H -0.8902 5.3327 0.2870 0.0 -0.1 0.2
O 0.7151 -1.2989 1.0809 -1.1 0.3 0.1
O -2.6946 -3.2390 1.9218 -0.1 0.9 0.3
H 5.1391 0.1638 -5.8783 0.1 0.0 -0.1
H -4.3737 -5.1619 1.4371 -0.1 -0.1 0.0
H -5.7790 0.1660 -2.4298 0.0 -0.1 0.0
C -0.9693 -4.6610 0.9900 -0.3 0.3 0.0
H 2.8253 6.5195 -0.0739 0.0 0.1 0.1
C 0.9436 -1.6660 -3.2254 0.0 0.0 0.2
H -3.1746 4.8905 -1.0207 0.2 0.0 0.1
C -2.6696 -1.7549 4.6524 0.1 0.3 -0.2
C -5.9737 -0.6615 -1.7446 0.0 0.2 0.2
C -6.3598 4.8169 -1.9724 0.1 -0.4 -0.1
C 4.8558 1.5807 0.6166 0.2 0.1 0.2
H 4.5940 2.4734 1.1602 0.0 0.1 0.1
C -4.4009 3.3257 -1.8532 0.1 -0.7 -0.3
H -5.0271 -1.1462 -1.5038 0.1 -0.1 -0.1
O -0.8577 3.4545 -0.6051 0.2 0.3 0.0
H 5.1281 -6.9228 0.9080 0.1 -0.1 0.0
C 2.6280 4.3958 -0.1769 0.0 -0.3 0.2
C 2.0565 -1.1936 -1.1656 0.6 0.1 -0.2
C 2.5876 3.4519 -2.3914 0.0 0.0 0.0
H 5.1201 0.2303 -3.4189 0.1 0.1 0.0
C 3.2106 -0.7778 -6.0340 -0.3 -0.1 0.0
In -0.6638 0.7173 0.4859 0.5 0.0 0.2
C 6.4046 -0.2073 0.0957 -0.2 -0.2 -0.2
H -1.0596 -0.3550 4.2790 -0.1 -0.2 0.0
H 6.7857 1.3817 1.4882 0.1 0.1 0.1
C 2.0719 -1.2185 -3.9497 0.2 0.1 0.2
C 3.1569 -0.7003 -1.8262 -0.4 -0.4 0.1
S -6.0390 3.2044 -2.4254 0.5 0.3 0.2
C 4.1016 -5.1610 1.5197 0.0 0.1 0.1
S 2.1329 -1.1168 0.6382 0.7 -1.8 -0.3
C 2.7646 5.6603 -0.7255 0.0 -0.1 -0.1
H 2.2728 7.3661 -3.4946 0.0 0.1 0.0
O -3.9034 1.6994 1.5640 0.0 -0.3 0.0
H -3.1734 1.3617 4.0807 0.0 -0.1 0.1
H -0.0505 4.0552 1.2143 0.0 0.1 0.1
H -1.8202 4.0283 1.0836 -0.1 0.1 0.0
C 3.2001 -5.0558 0.4633 -0.1 0.1 0.0
C 2.1193 -1.2522 -5.3604 0.1 0.0 -0.2
C -5.2125 3.5678 2.3393 0.1 -0.4 -0.1
H -8.4073 0.9310 0.1442 -0.1 0.0 0.0
C 3.9305 1.0167 -0.2664 -0.2 -0.3 -0.7
H -2.3657 -1.9890 5.6691 0.0 0.0 0.1
H -2.7541 2.9728 3.5149 0.0 0.1 0.0
H -7.3354 5.2336 -2.1286 -0.2 0.1 0.0
H 7.2774 -3.4487 -1.8418 0.0 -0.1 0.0
O -2.0089 -1.6182 0.0632 0.3 0.0 -0.3
C -0.8977 4.2726 0.5598 0.2 0.0 0.0
H 0.0878 -2.0278 -3.7766 -0.1 -0.1 0.0
H -4.4343 4.2381 1.9838 0.1 0.1 0.0
H 3.9954 -1.9359 2.5653 0.1 0.1 0.1
H 2.7738 4.8398 -4.0021 0.0 0.0 -0.1
C 4.2225 -0.1226 -0.9861 0.1 0.5 0.0
```
Forces are in eV/Å.